Entry 1:
Here is a molecular structure, C26H70BClO18P4Si2 in a non-equilibrium geometry from the OMol25 dataset. Energies are from the ωB97M-V functional and the def2-TZVPD basis.

The geometry in XYZ format:
```
122
Properties=species:S:1:pos:R:3:forces:R:3
C -0.277234 6.159581 -0.534950 -0.09 -0.31 -0.92
C -1.780392 5.785360 -0.170178 0.32 0.34 -0.24
B -2.109572 5.775681 1.403918 -1.47 0.44 -0.47
O -3.280876 6.328037 2.012801 1.86 0.10 -0.52
Si -0.811475 4.940761 2.653567 0.06 -0.72 -1.07
O -0.489150 3.358344 2.016038 0.67 -0.11 2.73
Si -0.105349 2.196397 3.211690 -0.06 -0.40 -1.62
Cl 1.819588 1.290446 2.906014 -1.19 0.89 0.19
H -0.204663 6.106016 -1.664831 0.09 0.20 1.25
H 0.479204 5.409481 -0.162664 -0.85 0.89 -0.11
H 0.015488 7.205976 -0.234317 -0.31 -1.16 -0.14
H -1.944087 4.728893 -0.548887 0.07 0.97 0.50
H -2.453423 6.443990 -0.789123 0.44 -0.58 0.67
H -3.403461 7.262592 1.785190 -0.46 -0.43 -0.40
H 0.410681 5.776244 2.534270 0.13 -0.14 0.32
H -1.312229 4.912000 4.044504 0.20 -0.18 0.05
H -0.265581 2.686410 4.593642 0.44 0.23 -0.17
H -1.074284 1.092308 3.051783 0.20 0.04 -0.11
O -1.857934 -1.423889 6.756514 -3.99 -0.67 1.11
P -2.284265 -2.889883 6.721030 7.95 -2.56 -2.58
O -1.118159 -3.523027 7.708225 -1.00 0.22 -0.09
C -1.232153 -3.311057 9.109729 -0.06 -0.07 0.32
C -2.310168 -4.188615 9.722494 -0.12 -0.01 0.00
O -1.610944 -3.277577 5.255703 -1.21 0.12 0.28
C -1.418789 -2.279676 4.256541 0.38 0.23 -0.14
C 0.014518 -1.783992 4.269491 0.14 0.02 0.06
O -3.041838 -4.421126 6.669972 -1.78 2.94 1.28
C -4.425887 -4.425489 6.285698 -0.41 -0.26 -0.38
C -4.618332 -4.035939 4.831195 0.06 0.13 -0.06
H -1.429437 -2.253455 9.315396 0.06 -0.02 -0.02
H -0.265006 -3.559212 9.550810 0.02 0.02 -0.18
H -3.302704 -3.889048 9.373340 0.00 -0.01 0.08
H -2.296950 -4.113286 10.811762 0.01 0.03 -0.04
H -2.168701 -5.232316 9.436581 0.05 0.07 0.03
H -2.128700 -1.458886 4.379508 0.12 0.00 0.10
H -1.634207 -2.741179 3.288554 -0.05 -0.14 0.12
H 0.320100 -1.447383 5.262252 -0.20 0.06 -0.02
H 0.145042 -0.955312 3.570214 0.00 -0.13 0.00
H 0.696942 -2.588979 3.989346 -0.05 0.02 -0.07
H -4.987775 -3.755298 6.943387 -0.09 -0.13 0.00
H -4.799713 -5.439170 6.447541 0.20 0.05 0.11
H -4.364343 -2.984141 4.669099 -0.05 -0.02 -0.05
H -5.657349 -4.181389 4.526479 0.05 0.01 0.06
H -3.972861 -4.628654 4.181390 -0.05 0.00 0.09
O 3.578944 6.182251 -2.052042 -0.01 -4.23 -0.21
P 4.985903 5.640250 -2.295469 3.51 8.43 -0.16
O 5.743367 6.453276 -1.070840 -0.31 -0.77 -0.02
C 5.562547 5.986860 0.260610 0.09 -0.12 0.23
C 6.362904 4.722933 0.524316 0.00 -0.12 -0.02
O 5.398495 6.656655 -3.540183 -0.42 -1.16 -0.27
C 4.400190 7.188185 -4.406252 -0.17 0.38 0.00
C 4.027357 8.596903 -3.985056 0.00 0.15 0.11
O 6.479257 4.868071 -2.594063 -2.92 -2.26 0.76
C 6.430503 3.638986 -3.332344 0.22 -0.28 -0.64
C 5.986228 3.859186 -4.770460 -0.07 0.00 -0.03
H 4.498226 5.820582 0.459715 0.01 0.06 0.01
H 5.903883 6.781025 0.927235 -0.03 0.06 -0.16
H 5.970638 3.883747 -0.057924 0.01 -0.03 0.07
H 6.319954 4.451703 1.581149 -0.03 0.01 -0.03
H 7.406266 4.857655 0.233949 -0.07 0.05 0.04
H 3.525346 6.535807 -4.444889 0.00 0.09 0.13
H 4.822233 7.211151 -5.415041 0.13 -0.08 0.09
H 3.738159 8.641277 -2.933448 -0.08 -0.18 -0.08
H 3.199921 8.975191 -4.589251 0.04 0.00 -0.01
H 4.881237 9.266733 -4.104482 -0.02 -0.04 -0.07
H 5.762981 2.932565 -2.830217 0.13 -0.09 -0.04
H 7.437172 3.215300 -3.311522 -0.05 0.15 0.12
H 4.936492 4.165498 -4.808028 -0.01 -0.07 -0.06
H 6.088857 2.939617 -5.350792 -0.07 0.01 0.11
H 6.568594 4.647680 -5.250741 0.04 -0.06 0.13
O -4.910829 -3.683429 0.616840 -0.42 2.38 -3.42
P -5.654052 -4.358949 -0.533558 -1.19 -7.28 4.69
O -7.041594 -4.775617 0.263701 0.43 0.61 -0.72
C -7.989890 -3.754196 0.547635 -0.29 0.19 -0.03
C -8.758563 -3.342817 -0.696241 0.03 0.06 -0.10
O -4.876244 -5.822372 -0.465432 0.12 0.88 -0.89
C -3.549553 -5.916979 0.046240 0.16 -0.13 0.39
C -3.571266 -6.373358 1.491853 -0.05 -0.07 0.17
O -6.355037 -4.906464 -1.993634 1.14 3.46 0.35
C -5.769105 -4.399307 -3.202740 0.20 -0.15 -0.52
C -4.362939 -4.926886 -3.426296 0.13 -0.01 0.11
H -7.488834 -2.890226 0.997497 0.00 -0.05 0.04
H -8.682945 -4.157625 1.288243 0.15 -0.11 -0.01
H -8.101938 -2.840260 -1.412554 -0.07 0.04 0.02
H -9.569090 -2.657349 -0.440629 0.05 -0.01 0.01
H -9.176993 -4.216218 -1.199333 0.01 0.03 0.09
H -3.015483 -4.971333 -0.068086 -0.11 0.00 0.13
H -3.017385 -6.655741 -0.559725 -0.17 0.00 -0.08
H -4.215449 -5.741685 2.106084 0.09 0.13 -0.15
H -2.565289 -6.360654 1.916792 -0.02 -0.03 -0.02
H -3.967414 -7.388171 1.564162 0.07 0.00 -0.06
H -5.772404 -3.305454 -3.176889 -0.05 -0.03 -0.15
H -6.413997 -4.713408 -4.026560 -0.09 -0.01 0.21
H -3.669045 -4.526579 -2.680997 0.02 0.00 -0.05
H -3.996372 -4.640069 -4.414703 -0.07 0.02 0.05
H -4.338306 -6.014509 -3.341142 -0.06 0.07 -0.03
O 4.125585 0.440395 -4.834093 -4.07 1.00 -0.64
P 3.268314 -0.585222 -4.102676 7.32 -4.38 2.85
O 3.999171 -0.443426 -2.628503 -0.90 0.22 -0.30
C 3.674900 0.687436 -1.825040 -0.23 0.03 0.34
C 2.307778 0.532614 -1.184147 -0.15 0.07 0.00
O 4.067234 -1.936122 -4.639176 -1.20 0.28 -0.40
C 4.739202 -1.933246 -5.896007 0.42 0.03 -0.10
C 6.223878 -1.689579 -5.703436 0.15 0.03 0.10
O 2.121095 -1.651122 -3.417216 -1.06 3.10 -1.65
C 0.893520 -1.809625 -4.145418 -0.39 -0.39 -0.21
C 1.096521 -2.530860 -5.466104 0.12 0.02 -0.11
H 3.713799 1.609218 -2.417369 0.09 -0.05 -0.05
H 4.436220 0.757857 -1.045445 0.07 -0.11 -0.14
H 1.517045 0.563831 -1.939914 -0.01 0.06 0.06
H 2.124681 1.335854 -0.467479 0.00 -0.02 -0.02
H 2.225884 -0.426900 -0.670886 0.07 0.08 0.01
H 4.297262 -1.202486 -6.576511 0.10 0.07 0.11
H 4.589161 -2.917641 -6.348332 -0.10 -0.02 0.16
H 6.413228 -0.784216 -5.123634 -0.16 0.04 -0.13
H 6.728910 -1.596917 -6.667219 -0.01 -0.04 0.02
H 6.675152 -2.516147 -5.151207 -0.04 -0.03 -0.07
H 0.437616 -0.828148 -4.306594 -0.13 -0.09 0.05
H 0.218370 -2.388679 -3.511153 0.18 0.09 0.11
H 1.669864 -1.916195 -6.166433 -0.04 -0.03 -0.03
H 0.135177 -2.761436 -5.931077 0.03 0.06 0.06
H 1.651223 -3.459212 -5.320105 -0.07 0.06 0.05
```
Positions in Å, forces in eV/Å.

Output
* 2S+1: 1
* ΔE to the lowest compared entry with this formula, charge and spin: 1194.30 kJ/mol
* gap between HOMO and LUMO: 8.02 eV
* HOMO energy: -9.44 eV
* E: -4816.48685 Eh

Entry 2:
Here is a molecular structure, C26H70F4HfO13S7 in a non-equilibrium geometry from the OMol25 dataset. Energies are from the ωB97M-V functional and the def2-TZVPD basis.

The geometry in XYZ format:
```
121
Properties=species:S:1:pos:R:3:forces:R:3
Hf 0.813228 -2.666923 -1.049671 -0.59 -1.45 1.75
F 1.780221 -3.861729 -2.140222 0.95 -1.18 -1.59
F -1.065797 -2.484469 -1.626010 -0.20 -0.11 -0.22
F 0.506508 -1.498141 0.505129 -0.82 0.66 1.17
F 1.468882 -1.198375 -1.900872 1.46 3.58 -2.38
C 2.250247 3.687818 2.567251 0.52 -0.27 0.56
O 2.820417 3.510765 1.290283 -0.44 0.13 -0.25
C 1.961308 3.016648 0.249928 0.04 -0.64 0.78
C 2.912480 2.583168 -0.845844 0.97 -1.06 0.18
O 3.237857 3.507986 -1.848495 -0.53 0.92 -0.07
C 3.908502 4.616481 -1.323725 1.94 0.64 0.14
C 4.497498 5.500144 -2.407289 0.40 -0.35 -1.25
O 5.634386 4.822950 -3.083728 -1.44 0.27 0.30
C 6.515927 5.623425 -3.864407 -0.49 0.27 0.68
H 1.856205 2.748533 3.001608 0.03 0.14 -0.36
H 1.420263 4.406712 2.549189 0.30 0.13 0.19
H 3.112661 3.994106 3.225627 -1.09 0.07 -0.59
H 1.209373 3.700675 -0.105457 -0.16 0.97 -0.09
H 1.348891 2.181627 0.647595 0.69 -0.05 -0.21
H 2.557579 1.696623 -1.428011 0.35 0.40 0.93
H 3.870757 2.462205 -0.245776 -0.84 -0.89 -0.83
H 4.833410 4.307536 -0.754662 -0.90 -0.19 -0.14
H 3.332806 5.260794 -0.619220 -0.08 -0.56 -0.55
H 4.857673 6.377684 -1.904900 0.53 0.60 0.35
H 3.712047 5.882148 -3.097170 0.53 -0.60 -0.10
H 6.117317 6.025740 -4.790222 -0.76 0.18 -0.08
H 7.343624 5.019260 -4.212717 0.23 -0.37 0.47
H 6.864812 6.451556 -3.242631 0.29 0.11 -0.15
C -2.052749 -0.350437 3.883317 -1.10 1.02 -1.53
O -2.837462 0.766219 3.304033 0.04 -0.94 0.37
C -2.768622 1.950134 4.077628 1.62 -0.69 -0.10
C -1.418317 2.636233 3.788715 -0.48 1.17 0.85
O -0.339656 1.857581 4.286229 0.42 -0.01 -0.04
C -0.094937 1.931397 5.682393 1.71 -1.00 -0.22
C 1.142872 2.746255 6.069720 -0.11 -0.64 -0.26
O 0.891749 4.096371 5.846140 0.62 0.39 0.46
C 2.009430 4.894701 6.252285 -0.60 -1.00 0.22
H -1.053160 -0.402534 3.423260 -0.22 0.28 0.66
H -2.585383 -1.257644 3.661241 -0.32 -0.30 -0.33
H -2.142956 -0.191534 4.932766 0.85 -0.14 0.99
H -2.778748 1.692719 5.145866 -0.02 0.00 0.05
H -3.647605 2.558143 3.931585 -0.16 0.32 -0.59
H -1.376478 3.626116 4.259539 -0.16 0.03 0.21
H -1.242165 2.863760 2.733608 -0.15 -0.55 0.11
H 0.163923 0.890037 6.044835 -0.80 0.88 -0.31
H -0.919750 2.368486 6.206226 -0.72 -0.01 0.43
H 2.067668 2.390600 5.554211 -0.54 0.20 -0.04
H 1.323993 2.595277 7.140592 -0.05 -0.21 0.15
H 1.600280 5.869342 6.238464 0.25 1.31 -0.42
H 2.825216 4.674166 5.575664 0.37 0.51 -0.25
H 2.381495 4.736210 7.284404 -0.46 -0.45 -0.26
C 1.098347 -3.600307 -5.424252 0.69 0.59 -1.19
S -0.554165 -3.693505 -5.933545 -1.52 -0.18 -0.96
O -1.368967 -4.260198 -4.829511 -0.21 -0.47 0.76
C -1.020762 -1.963743 -6.007610 1.68 -0.71 -2.49
H 1.203825 -3.103517 -4.488045 0.17 0.40 0.72
H 1.606671 -3.025738 -6.244956 -0.06 -0.69 0.88
H 1.386714 -4.641765 -5.349695 0.45 -0.06 -0.05
H -0.584243 -1.682233 -7.007285 -0.30 0.24 0.96
H -0.498753 -1.448036 -5.240790 -0.12 0.79 0.83
H -2.082795 -1.915943 -6.126292 -0.58 0.13 0.52
C 3.685948 0.635827 -4.196958 1.44 1.07 0.30
S 2.430984 0.717472 -5.494441 -0.18 0.72 0.57
O 2.079319 -0.712311 -5.799561 -0.29 0.74 0.47
C 1.148016 1.658759 -4.450719 1.88 0.85 -1.42
H 3.421173 -0.171118 -3.544904 -0.35 -0.46 0.52
H 3.901345 1.583430 -3.596266 -0.77 -1.02 -0.98
H 4.656591 0.376472 -4.664329 -0.62 0.02 -0.02
H 0.704606 1.059686 -3.701782 -0.44 -0.72 0.79
H 0.444319 2.086420 -5.167648 -0.12 -0.27 0.19
H 1.742983 2.510839 -4.015642 -0.58 -0.88 -0.29
C -3.665339 -5.461210 -3.431504 -1.46 -0.39 0.05
S -4.380602 -4.195867 -2.399219 -0.19 1.24 -1.13
O -3.859291 -4.335089 -1.015901 0.21 -0.28 0.52
C -3.587655 -2.704466 -3.198190 -3.05 0.69 2.44
H -4.204837 -5.282338 -4.396727 0.76 -0.40 0.54
H -4.070235 -6.388527 -2.951236 0.60 0.52 -0.62
H -2.586852 -5.401288 -3.518038 0.00 -0.07 -0.06
H -2.556134 -2.855140 -3.309970 1.24 -0.01 -0.62
H -3.851264 -1.855028 -2.476498 0.77 -1.21 -0.56
H -4.263978 -2.447578 -4.008659 0.57 -0.39 -0.77
C -2.350061 0.791760 -1.541178 0.60 0.06 0.27
S -0.952955 1.825096 -0.996121 -1.44 -1.28 0.84
O -1.464908 3.215707 -0.868673 0.13 0.27 -0.09
C -1.155345 1.082491 0.666041 1.60 0.86 -0.68
H -2.096594 -0.256303 -1.520151 0.18 -0.36 0.21
H -2.606663 1.054713 -2.504977 -0.08 0.50 -2.54
H -3.261829 1.024273 -1.032993 -0.26 0.11 1.17
H -0.879431 0.023404 0.653910 -0.20 0.32 0.17
H -2.114533 1.364236 1.021121 -1.10 -0.27 0.06
H -0.482256 1.695573 1.250461 0.48 -0.38 0.45
C -5.624831 -2.220230 0.773282 0.77 0.75 1.97
S -5.466048 -2.942307 2.498949 0.09 0.07 -0.62
O -4.046302 -2.798731 2.990654 -1.12 0.28 -0.42
C -6.537546 -1.684981 3.204108 1.95 0.95 -0.07
H -5.034343 -2.914336 0.215247 0.28 -0.14 -0.86
H -5.200611 -1.178701 0.818210 -0.32 -1.05 -0.19
H -6.677117 -2.211916 0.512143 -0.06 -0.12 -0.12
H -6.700911 -1.811293 4.238170 0.12 -0.32 1.27
H -7.458927 -1.770480 2.728834 -1.64 -0.16 -1.02
H -6.097816 -0.695022 3.011438 -0.12 -0.25 0.10
C 1.700784 -2.927749 2.630621 1.60 0.34 -0.77
S 3.131149 -2.645439 1.568658 1.30 -0.77 1.74
O 2.681874 -2.759960 0.179684 -0.39 -0.96 -2.45
C 3.174902 -0.908064 1.772552 1.94 0.76 -0.28
H 1.079268 -2.097676 2.326951 -0.93 -0.39 0.57
H 2.167463 -2.908061 3.590367 -0.15 0.40 1.05
H 1.423107 -3.946185 2.447882 -0.76 -0.31 -0.36
H 2.260701 -0.694288 1.277677 -0.87 1.10 -0.21
H 4.062877 -0.435204 1.234531 -1.18 -0.83 0.69
H 3.206423 -0.685344 2.828917 -0.12 0.36 0.24
C -1.119267 -6.324258 0.799167 0.43 0.75 -0.28
S -1.236572 -4.886720 -0.256801 1.44 0.60 1.17
O 0.287461 -4.470225 -0.070859 -1.62 -0.48 0.12
C -2.101291 -3.726176 0.844117 2.27 -0.06 -0.16
H -2.026262 -6.875518 0.610869 -0.14 -0.59 0.44
H -0.905201 -6.016949 1.849419 -0.35 -0.36 -0.83
H -0.226417 -6.742362 0.312907 -0.40 -0.54 0.52
H -2.413251 -2.938004 0.177498 -0.54 0.12 0.32
H -1.320778 -3.360598 1.562679 -0.73 -0.41 -0.54
H -2.820636 -4.344679 1.316557 -1.08 0.13 0.44
```
Positions in Å, forces in eV/Å.

Output
* 2S+1: 1
* gap between HOMO and LUMO: 8.63 eV
* HOMO energy: -8.32 eV
* E: -5245.45252 Eh